Entry 1:
{"formula": "C5H8O2", "method": "ωB97M-V with the def2-TZVPD basis set", "e_lumo_ev": 0.9, "largest_force_ev_per_a": 0.801, "e_homo_ev": -9.70, "orbital_gap_ev": 10.62, "smiles": "C[C@@]1(O)C[C@H]2O[C@H]21", "multiplicity": 1, "energy_ev": -9407.3902, "elements": ["O", "O", "C", "C", "C", "C", "C", "H", "H", "H", "H", "H", "H", "H", "H"], "positions_angstrom": [[1.05, 1.07, -1.17], [-1.59, -0.41, 0.94], [1.00, 1.35, 0.21], [-0.25, 1.10, -0.56], [0.86, 0.01, 0.92], [-0.45, -0.27, 0.13], [-0.45, -1.41, -0.86], [-1.00, 1.60, -1.17], [-1.42, -1.45, -1.36], [1.54, 2.22, 0.59], [0.66, 0.15, 1.99], [-1.69, 0.36, 1.51], [0.34, -1.24, -1.59], [-0.27, -2.36, -0.35], [1.67, -0.71, 0.77]], "lowdin_charge": [-0.02, 0.00, -0.21, -0.13, -0.03, -0.52, -0.01, 0.15, 0.09, 0.14, 0.12, 0.10, 0.09, 0.09, 0.12]}

=====

Entry 2:
{"formula": "C3H7N3OS", "method": "ωB97M-V with the def2-TZVPD basis set", "e_lumo_ev": 0.4, "largest_force_ev_per_a": 11.577, "e_homo_ev": -8.51, "orbital_gap_ev": 8.92, "smiles": "[H]/N=C(\\N)N(C=S)OC", "multiplicity": 1, "energy_ev": -20572.5424, "elements": ["S", "O", "N", "N", "N", "C", "C", "C", "H", "H", "H", "H", "H", "H", "H"], "positions_angstrom": [[-2.40, -0.34, 0.14], [1.20, -1.12, -0.53], [0.21, -0.27, -0.27], [-0.36, 2.14, 0.07], [1.98, 1.36, -0.08], [1.89, -1.58, 0.54], [0.73, 1.16, -0.06], [-0.85, -0.83, -0.27], [2.35, -0.91, 1.14], [1.05, -2.07, 1.11], [-1.29, 1.55, -0.24], [2.38, -2.57, 0.16], [-0.25, 2.95, 0.87], [-0.87, -1.96, -0.40], [1.98, 2.33, 0.04]], "lowdin_charge": [0.59, -0.15, -0.13, 0.03, 0.17, -0.09, -0.36, -0.70, 0.04, 0.10, 0.03, 0.15, 0.17, 0.12, 0.03]}

=====

Entry 3:
{"formula": "C6H12F6N2O5PS2", "method": "ωB97M-V with the def2-TZVPD basis set", "e_lumo_ev": 2.8, "largest_force_ev_per_a": 4.225, "e_homo_ev": -6.40, "orbital_gap_ev": 9.16, "multiplicity": 1, "energy_ev": -66896.8038, "total_charge": -1, "elements": ["S", "S", "P", "F", "F", "F", "F", "F", "F", "O", "O", "O", "O", "O", "N", "N", "C", "C", "C", "C", "C", "C", "H", "H", "H", "H", "H", "H", "H", "H", "H", "H", "H", "H"], "positions_angstrom": [[-2.50, 3.66, -0.66], [-1.19, 1.31, -1.01], [3.71, -1.37, 0.40], [-2.49, -0.22, -2.73], [-4.04, 5.67, -1.32], [-0.78, 0.82, -3.58], [-2.94, 4.82, -2.99], [-4.66, 3.77, -2.17], [-0.47, -0.88, -2.26], [-1.72, 0.51, 0.06], [0.19, 1.69, -0.89], [1.45, -4.28, 0.78], [-1.41, 4.57, -0.43], [-3.34, 3.38, 0.47], [0.75, -2.63, 2.13], [-2.17, 2.41, -1.59], [2.03, -2.21, -0.05], [1.50, -1.59, 2.82], [1.42, -3.13, 0.97], [-3.59, 4.52, -1.85], [-1.24, 0.20, -2.48], [-0.59, -2.10, 1.75], [-1.33, -2.56, 2.38], [1.34, -1.45, -0.39], [3.05, -0.16, 0.76], [-0.59, -1.02, 1.83], [2.44, -1.95, 3.19], [-0.78, -2.34, 0.72], [2.23, -2.83, -0.91], [5.00, -0.76, 0.72], [4.15, -1.53, -0.94], [1.66, -0.70, 2.21], [0.92, -1.27, 3.67], [3.98, -2.35, 1.40]], "lowdin_charge": [0.57, 0.56, 0.68, 0.12, 0.12, 0.12, 0.12, 0.12, 0.11, -0.29, -0.30, 0.12, -0.29, -0.29, -0.16, -0.30, -0.30, -0.12, -0.58, -0.67, -0.67, -0.04, 0.08, 0.07, -0.02, 0.07, 0.07, 0.08, 0.07, -0.11, -0.03, 0.05, 0.08, -0.02]}

=====

Entry 4:
{"formula": "CH4O2P2", "method": "ωB97M-V with the def2-TZVPD basis set", "e_lumo_ev": -0.7, "largest_force_ev_per_a": 3.796, "e_homo_ev": -9.91, "orbital_gap_ev": 9.21, "smiles": "CPOP=O", "multiplicity": 1, "energy_ev": -23773.8482, "elements": ["P", "P", "O", "O", "C", "H", "H", "H", "H"], "positions_angstrom": [[-1.50, 3.57, 0.83], [0.58, 1.22, -0.20], [-2.76, 4.11, 0.41], [-0.98, 2.58, -0.36], [-0.25, 0.04, 1.06], [0.21, 0.76, -1.57], [-0.77, -0.88, 0.82], [0.61, -0.37, 1.64], [-0.96, 0.56, 1.81]], "lowdin_charge": [0.63, 0.91, -0.46, -0.72, -0.38, -0.06, 0.01, 0.02, 0.06]}

=====

Entry 5:
{"formula": "C4H4BrCl2N2", "method": "ωB97M-V with the def2-TZVPD basis set", "e_lumo_ev": -6.6, "largest_force_ev_per_a": 3.573, "e_homo_ev": -14.75, "orbital_gap_ev": 8.14, "smiles": "ClC1=[NH+][C@@](Cl)(Br)CC=N1", "multiplicity": 1, "energy_ev": -102271.6509, "total_charge": 1, "elements": ["Br", "Cl", "Cl", "N", "N", "C", "C", "C", "C", "H", "H", "H", "H"], "positions_angstrom": [[0.68, -2.47, 0.40], [-1.09, -0.83, 2.38], [-1.95, 0.69, -2.40], [0.42, 0.89, -1.39], [-1.11, -0.59, -0.31], [1.30, 0.75, -0.46], [0.74, 0.53, 0.87], [-0.25, -0.69, 0.79], [-0.75, 0.30, -1.29], [-0.01, 1.36, 1.18], [-1.67, -1.39, -0.54], [1.45, 0.45, 1.58], [2.23, 1.00, -0.80]], "lowdin_charge": [0.71, 0.69, 0.91, 0.13, -0.02, 0.01, -0.15, -1.10, -0.72, 0.18, 0.14, 0.09, 0.13]}

=====

Entry 6:
{"formula": "C26H55FN7O5", "method": "ωB97M-V with the def2-TZVPD basis set", "e_lumo_ev": -2.1, "largest_force_ev_per_a": 1.096, "e_homo_ev": -11.00, "orbital_gap_ev": 8.92, "multiplicity": 1, "energy_ev": -51230.2619, "total_charge": 1, "elements": ["F", "O", "O", "O", "O", "O", "N", "N", "N", "N", "N", "N", "N", "C", "C", "C", "C", "C", "C", "C", "C", "C", "C", "C", "C", "C", "C", "C", "C", "C", "C", "C", "C", "C", "C", "C", "C", "C", "C", "H", "H", "H", "H", "H", "H", "H", "H", "H", "H", "H", "H", "H", "H", "H", "H", "H", "H", "H", "H", "H", "H", "H", "H", "H", "H", "H", "H", "H", "H", "H", "H", "H", "H", "H", "H", "H", "H", "H", "H", "H", "H", "H", "H", "H", "H", "H", "H", "H", "H", "H", "H", "H", "H", "H"], "positions_angstrom": [[-1.46, 2.12, -1.14], [3.13, 2.99, 1.58], [-2.69, -3.65, -3.64], [3.65, 3.28, 2.89], [-7.99, -1.20, 1.18], [8.69, -0.14, 2.61], [0.10, 2.27, 0.51], [2.85, 0.59, -0.88], [1.41, 1.80, 0.65], [7.72, -0.95, 4.49], [0.10, -2.61, -2.90], [0.65, 1.20, -1.36], [-3.07, -4.04, -5.85], [6.34, 1.58, 0.38], [1.11, -1.62, -3.29], [-0.25, 1.85, -0.69], [-0.68, 2.99, 1.50], [-6.06, 1.34, 0.88], [-3.76, -4.81, -6.86], [-8.35, 0.83, -0.12], [8.57, -1.01, 3.45], [-7.46, -2.37, 0.60], [-7.56, 1.58, 0.96], [7.54, 0.84, -0.24], [-2.16, -2.99, -6.26], [-3.24, -4.27, -4.53], [-5.26, 2.14, 1.92], [6.87, 0.22, 4.63], [-1.41, 2.09, 2.51], [7.63, -2.02, 5.47], [-8.92, -0.50, 0.37], [2.12, -1.45, -2.16], [-3.77, 2.22, 1.55], [4.08, 0.55, -0.09], [2.13, 2.04, 1.87], [2.86, -0.10, -2.18], [1.72, 1.18, -0.53], [5.09, 1.62, -0.51], [-2.85, 2.53, 2.74], [-2.47, -2.03, -5.86], [-4.39, -4.17, -7.48], [4.52, -0.43, -0.28], [-5.68, 3.14, 1.98], [-1.39, 3.59, 0.92], [2.85, -2.25, -2.21], [3.91, -0.22, -2.43], [5.37, 1.40, -1.54], [6.08, 1.05, 1.31], [-5.36, 1.68, 2.90], [0.68, -0.64, -3.54], [-3.66, 2.98, 0.77], [2.43, 0.57, -2.93], [7.77, -0.08, 0.30], [-7.75, 2.66, 0.85], [-1.41, 1.06, 2.12], [-2.14, -2.94, -7.35], [6.63, 2.59, 0.65], [1.62, -1.99, -4.18], [2.55, 1.11, 2.27], [-2.89, 3.59, 2.99], [-7.70, 0.64, -0.98], [-3.05, -5.34, -7.51], [6.62, -2.44, 5.50], [-8.25, -3.02, 0.22], [-9.83, -0.34, 0.96], [7.87, -1.65, 6.47], [-7.92, 1.27, 1.94], [-1.15, -3.20, -5.91], [7.48, 1.12, 4.72], [-9.17, 1.44, -0.49], [-3.47, 1.25, 1.12], [-9.20, -1.12, -0.49], [3.86, 0.57, 0.98], [-5.86, 0.27, 1.00], [7.36, 0.59, -1.29], [-4.40, -5.55, -6.38], [-0.62, -2.71, -3.61], [6.23, 0.34, 3.76], [9.18, -1.93, 3.44], [4.42, 3.81, 2.65], [8.44, 1.44, -0.19], [-0.86, 2.07, 3.45], [-0.02, 3.70, 2.00], [-0.38, -2.27, -2.07], [8.33, -2.80, 5.22], [6.26, 0.10, 5.52], [1.60, -1.55, -1.20], [4.61, 2.60, -0.52], [1.44, 2.44, 2.61], [-5.71, 1.63, -0.12], [-3.94, -5.10, -4.33], [-6.77, -2.14, -0.22], [-3.22, 1.99, 3.61], [-6.91, -2.90, 1.37]], "lowdin_charge": [0.20, -0.10, 0.00, 0.02, -0.21, 0.01, 0.06, -0.01, 0.11, -0.20, 0.01, 0.27, -0.19, -0.23, -0.30, -0.33, -0.09, -0.23, -0.05, -0.17, -0.34, -0.11, -0.21, -0.09, -0.04, -0.34, -0.21, -0.04, -0.17, -0.05, -0.23, -0.17, -0.22, -0.13, -0.15, -0.13, -0.23, -0.18, -0.21, 0.09, 0.09, 0.14, 0.12, 0.14, 0.12, 0.12, 0.11, 0.09, 0.12, 0.10, 0.11, 0.12, 0.05, 0.11, 0.12, 0.09, 0.11, 0.11, 0.14, 0.12, 0.11, 0.09, 0.09, 0.09, 0.12, 0.09, 0.12, 0.09, 0.10, 0.11, 0.11, 0.12, 0.10, 0.11, 0.07, 0.08, 0.02, 0.07, 0.14, 0.12, 0.08, 0.11, 0.13, 0.06, 0.08, 0.09, 0.11, 0.10, 0.13, 0.12, 0.14, 0.09, 0.12, 0.09]}